{"formula": "C30H53CsN8O3S", "method": "the ωB97M-V functional and the def2-TZVPD basis", "max_force_ev_per_a": 1.33, "homo_ha": -0.2713, "gap_ev": 6.8, "charge": 0, "e_lumo_ev": -0.55, "e_tot_ev": -61414.006, "species": ["Cs", "C", "C", "N", "C", "C", "N", "C", "C", "C", "N", "C", "C", "N", "C", "H", "H", "H", "H", "H", "H", "H", "H", "H", "H", "H", "H", "H", "H", "H", "H", "H", "H", "H", "H", "H", "H", "H", "H", "C", "N", "C", "C", "C", "N", "C", "C", "H", "H", "H", "H", "H", "H", "H", "H", "H", "H", "H", "H", "H", "H", "H", "H", "C", "O", "C", "C", "C", "C", "C", "C", "N", "C", "C", "C", "C", "C", "C", "C", "O", "H", "H", "H", "H", "H", "H", "H", "H", "H", "H", "H", "H", "H", "O", "S", "N"], "coordinates": [[-0.556, 0.854, -1.497], [-2.098, -5.514, 0.071], [-2.472, -5.328, -1.404], [-1.748, -4.260, -2.070], [-0.387, -4.588, -2.449], [0.370, -3.368, -2.964], [0.471, -2.318, -1.965], [1.784, -1.987, -1.456], [2.428, -3.108, -0.637], [1.569, -3.619, 0.509], [1.388, -2.610, 1.553], [0.198, -2.800, 2.395], [-1.081, -2.312, 1.694], [-1.481, -3.192, 0.614], [-2.383, -4.282, 0.938], [-1.047, -5.789, 0.179], [-2.666, -6.372, 0.444], [-3.540, -5.086, -1.450], [-2.355, -6.296, -1.925], [-2.267, -3.908, -2.866], [-0.335, -5.385, -3.218], [0.120, -4.986, -1.567], [-0.141, -2.969, -3.846], [1.359, -3.694, -3.312], [-0.121, -1.550, -2.255], [1.692, -1.104, -0.817], [2.496, -1.721, -2.263], [3.381, -2.724, -0.247], [2.706, -3.937, -1.294], [1.986, -4.557, 0.914], [0.573, -3.832, 0.139], [2.214, -2.585, 2.138], [0.344, -2.232, 3.318], [0.063, -3.853, 2.696], [-0.863, -1.319, 1.291], [-1.890, -2.177, 2.436], [-1.776, -2.716, -0.226], [-3.440, -3.984, 0.824], [-2.254, -4.541, 1.993], [-4.569, -2.304, -1.884], [-4.308, -1.771, -0.559], [-5.380, -2.113, 0.353], [-4.110, -0.335, -0.623], [-3.636, 0.258, 0.696], [-2.905, 1.500, 0.498], [-3.741, 2.526, -0.099], [-2.317, 1.977, 1.734], [-5.492, -1.883, -2.322], [-4.692, -3.387, -1.823], [-3.733, -2.077, -2.544], [-6.342, -1.649, 0.063], [-5.144, -1.793, 1.368], [-5.523, -3.194, 0.368], [-5.040, 0.157, -0.971], [-3.348, -0.112, -1.378], [-2.965, -0.458, 1.176], [-4.481, 0.421, 1.392], [-4.624, 2.764, 0.522], [-4.088, 2.223, -1.086], [-3.160, 3.443, -0.220], [-3.079, 2.233, 2.491], [-1.717, 2.866, 1.540], [-1.656, 1.214, 2.146], [5.184, 4.437, -1.644], [4.050, 4.894, -0.927], [4.235, 5.883, -0.029], [5.416, 6.591, 0.142], [5.473, 7.605, 1.088], [4.378, 7.923, 1.870], [3.199, 7.207, 1.718], [3.125, 6.189, 0.785], [1.913, 5.473, 0.607], [1.695, 4.162, 0.764], [2.454, 3.135, 1.269], [3.755, 3.250, 1.876], [4.384, 2.178, 2.401], [3.759, 0.893, 2.353], [2.538, 0.710, 1.804], [1.808, 1.818, 1.215], [0.703, 1.614, 0.682], [4.835, 3.593, -2.233], [5.971, 4.106, -0.961], [5.568, 5.215, -2.308], [6.280, 6.366, -0.468], [6.399, 8.153, 1.205], [4.443, 8.716, 2.602], [2.338, 7.425, 2.336], [1.140, 5.994, 0.226], [0.703, 3.859, 0.443], [4.223, 4.222, 1.930], [5.355, 2.269, 2.868], [4.292, 0.045, 2.771], [2.063, -0.259, 1.743], [-1.707, 1.830, -3.652], [-2.198, 0.517, -4.194], [-1.965, -0.775, -3.541]], "atomic_forces_ev_per_a": [[0.4, -0.2, 0.7], [-0.2, 0.1, 0.0], [0.0, -0.2, 0.0], [-0.1, 0.1, -0.1], [0.0, -0.2, -0.1], [0.0, -0.1, 0.0], [-0.1, -0.2, 0.0], [0.1, 0.2, -0.3], [0.2, 0.1, 0.1], [-0.1, -0.1, 0.0], [-0.1, 0.1, 0.1], [-0.1, 0.0, -0.1], [0.0, -0.1, 0.1], [0.0, 0.0, 0.2], [0.1, 0.0, -0.2], [0.1, 0.1, 0.0], [-0.1, 0.0, 0.0], [0.1, 0.0, 0.0], [0.0, 0.0, 0.0], [0.1, 0.0, 0.0], [-0.1, 0.1, 0.1], [0.0, 0.1, 0.0], [-0.1, -0.1, 0.0], [0.0, 0.1, 0.1], [0.3, -0.2, 0.0], [0.0, 0.0, 0.1], [-0.1, 0.0, 0.1], [0.0, 0.0, 0.0], [-0.1, -0.1, 0.0], [0.0, 0.1, 0.0], [0.0, -0.1, -0.1], [0.0, 0.0, 0.0], [0.0, 0.1, 0.0], [0.0, 0.0, -0.1], [0.0, 0.0, -0.1], [0.1, -0.1, 0.1], [0.1, 0.0, 0.0], [0.1, -0.1, 0.0], [0.1, -0.1, 0.0], [-0.1, 0.0, 0.0], [0.1, 0.0, 0.0], [-0.1, 0.0, 0.0], [0.0, 0.1, -0.2], [-0.1, 0.0, 0.2], [0.0, 0.2, -0.1], [0.0, 0.1, 0.0], [-0.1, -0.1, 0.2], [0.0, 0.0, 0.0], [0.0, 0.1, 0.0], [0.0, 0.0, 0.0], [0.0, 0.0, 0.0], [0.0, 0.0, 0.0], [0.0, 0.0, 0.0], [0.0, 0.0, 0.1], [-0.1, -0.2, 0.0], [0.0, 0.0, 0.0], [0.0, 0.0, -0.1], [0.0, 0.0, 0.0], [0.0, 0.0, 0.0], [0.0, 0.0, 0.0], [0.0, 0.0, 0.0], [0.0, 0.0, 0.0], [0.0, 0.0, 0.0], [0.0, 0.0, -0.1], [0.0, 0.0, 0.1], [-0.3, 0.1, 0.2], [-0.1, -0.1, -0.1], [0.1, 0.1, 0.0], [0.0, 0.1, 0.1], [0.1, -0.1, -0.1], [0.4, 0.0, -0.1], [-0.1, -0.3, 0.0], [-0.2, 0.1, -0.1], [0.1, 0.0, 0.1], [0.0, 0.2, 0.0], [0.1, 0.1, 0.0], [-0.2, -0.2, 0.0], [0.1, 0.1, 0.0], [0.1, -0.2, 0.1], [0.3, 0.5, 0.7], [0.1, 0.0, 0.0], [0.0, 0.0, 0.0], [0.0, 0.0, 0.0], [0.0, 0.0, 0.0], [0.0, 0.0, 0.0], [0.0, 0.0, 0.0], [0.0, 0.0, 0.0], [0.0, 0.0, 0.0], [0.0, 0.0, 0.0], [0.0, 0.0, 0.0], [0.0, 0.1, 0.0], [0.0, 0.0, 0.0], [0.0, -0.1, 0.0], [-0.3, 0.0, -0.5], [-0.7, 0.0, -1.1], [0.2, 0.2, 0.1]], "mulliken_charge": [1.60, -0.86, -0.85, 0.13, -0.74, -1.23, 0.63, 0.00, -0.82, 0.36, 0.00, -1.17, -0.52, 0.96, -0.58, 0.21, 0.48, 0.23, 0.34, 0.30, 0.40, 0.29, 0.51, 0.36, -0.72, -0.33, 0.27, 0.48, 0.37, 0.27, -0.82, 0.33, 0.53, 0.32, 0.04, 0.40, -0.30, -0.15, 0.57, -0.87, 0.96, -1.38, -0.46, -0.43, 0.62, -1.12, -1.02, 0.39, 0.24, -0.08, 0.31, 0.31, 0.48, 0.31, -0.31, -0.13, 0.20, 0.34, 0.28, 0.36, 0.32, 0.29, 0.21, -0.97, -0.35, 0.90, -0.68, -0.67, -0.74, -0.34, 0.11, 0.06, -0.45, 0.83, -0.31, -0.94, -0.22, -0.88, -0.39, -0.52, 0.25, 0.40, 0.36, 0.43, 0.39, 0.39, 0.47, 0.27, 0.49, 0.35, 0.42, 0.43, 0.74, -0.73, 0.14, -0.35]}